{
  "formula": "C40H49Ge2InN3O7S2",
  "method": "ωB97M-V/def2-TZVPD",
  "elements": ["In", "O", "C", "C", "N", "C", "C", "O", "O", "C", "C", "O", "O", "H", "H", "H", "H", "H", "H", "H", "H", "H", "C", "C", "C", "C", "C", "C", "C", "C", "C", "C", "C", "C", "N", "H", "H", "H", "H", "H", "H", "H", "H", "H", "H", "H", "H", "H", "H", "H", "H", "H", "O", "S", "O", "N", "C", "S", "C", "C", "C", "C", "C", "C", "H", "H", "H", "H", "C", "Ge", "C", "C", "Ge", "C", "C", "C", "C", "C", "C", "C", "C", "C", "C", "C", "C", "H", "H", "H", "H", "H", "H", "H", "H", "H", "H", "H", "H", "H", "H", "H", "H", "H", "H", "H"],
  "xyz": [[0.007780, 0.900017, -0.079688], [-2.691818, 2.617930, -0.616302], [-3.734153, 1.798393, -0.146454], [-3.416897, 0.306921, -0.115273], [-2.261291, -0.113610, 0.688277], [-2.412530, 0.239397, 2.091893], [-2.110841, 1.722181, 2.363196], [-2.644211, 2.261613, 3.331032], [-1.272613, 2.260042, 1.554152], [-2.063962, -1.552753, 0.516895], [-1.718504, -1.914362, -0.932066], [-2.168968, -2.935298, -1.436566], [-0.919406, -1.075973, -1.511266], [-2.083560, 2.726845, 0.145433], [-4.571267, 1.919052, -0.841334], [-4.083674, 2.139714, 0.835355], [-3.271018, -0.050000, -1.134963], [-4.316497, -0.201143, 0.277578], [-1.667912, -0.332897, 2.649346], [-3.402151, -0.021089, 2.490914], [-2.943204, -2.136628, 0.821654], [-1.220178, -1.853182, 1.145852], [1.629398, -3.136216, -0.069004], [2.195698, -3.380350, 1.330895], [1.097667, -3.657664, 2.355844], [3.175048, -2.279498, 1.698140], [4.519381, -2.614095, 1.775823], [5.503390, -1.660656, 1.983147], [5.129302, -0.331361, 2.027830], [3.796546, 0.055283, 1.934009], [3.514633, 1.540104, 1.777111], [4.185420, 2.079572, 0.511648], [3.925517, 2.352881, 3.003540], [2.784456, -0.932490, 1.882487], [1.401472, -0.650112, 1.952029], [0.925292, -3.921732, -0.355321], [2.428667, -3.102309, -0.812751], [1.109935, -2.180528, -0.113153], [2.802621, -4.293334, 1.270534], [0.435560, -2.802093, 2.463586], [1.516251, -3.863784, 3.340441], [0.508244, -4.521302, 2.034323], [4.795427, -3.658336, 1.666812], [6.544995, -1.948239, 2.062234], [5.892919, 0.436165, 2.103128], [2.444449, 1.674705, 1.630206], [5.274105, 2.008660, 0.578220], [3.920975, 3.128612, 0.359091], [3.863438, 1.516118, -0.365006], [4.999428, 2.267635, 3.190330], [3.401126, 2.006125, 3.893780], [3.693889, 3.410862, 2.858859], [2.578590, -1.659966, 7.353818], [1.332524, -1.804646, 6.646642], [0.583442, -3.015762, 6.858221], [1.536204, -1.519254, 5.044916], [0.913521, -0.435985, 4.682607], [0.904834, 0.327004, 3.165896], [0.140745, 0.273397, 5.758196], [-0.682545, 1.389184, 5.679978], [-1.302635, 1.815703, 6.845745], [-1.109979, 1.147765, 8.053323], [-0.304343, 0.018322, 8.122249], [0.298863, -0.397730, 6.953012], [-0.871437, 1.887160, 4.737520], [-1.964167, 2.671178, 6.806619], [-1.612590, 1.502147, 8.944822], [-0.165680, -0.523775, 9.047969], [-2.680640, 3.778538, -3.892717], [-1.138002, 2.632344, -4.331462], [-1.066534, 2.813855, -6.319889], [0.443338, 3.614540, -3.662766], [-1.097147, 0.369554, -3.257194], [0.423703, -0.574871, -4.120061], [0.747845, -1.895225, -3.786543], [1.818141, -2.549115, -4.380288], [2.610521, -1.899616, -5.315420], [2.318811, -0.586771, -5.649184], [1.240186, 0.057770, -5.058675], [-2.773392, -0.465737, -3.893112], [-3.949433, 0.285862, -3.933389], [-5.149859, -0.261798, -4.362093], [-5.198886, -1.589087, -4.764391], [-4.045440, -2.358414, -4.716235], [-2.851507, -1.804562, -4.276405], [-2.511456, 4.744512, -4.375405], [-2.761367, 3.909567, -2.815531], [-3.624714, 3.378142, -4.262361], [-0.807668, 3.853275, -6.540888], [-2.045121, 2.605142, -6.755628], [-0.341238, 2.164885, -6.806860], [0.451466, 4.639421, -4.042114], [1.370234, 3.124495, -3.963914], [0.427813, 3.646981, -2.572610], [0.157685, -2.411852, -3.042716], [2.040681, -3.570950, -4.095073], [3.452548, -2.408516, -5.770522], [2.934266, -0.056487, -6.367516], [1.043287, 1.086070, -5.336736], [-3.930844, 1.319661, -3.609109], [-6.047750, 0.345849, -4.377465], [-6.133312, -2.025135, -5.099708], [-4.077549, -3.402777, -5.003545], [-1.972398, -2.432057, -4.210520]],
  "atomic_forces_ev_per_a": [[0.06, -0.01, -0.16], [-0.03, 0.05, -0.24], [-0.05, -0.03, -0.01], [-0.16, -0.08, 0.07], [-0.01, -0.04, -0.19], [0.00, 0.04, 0.02], [0.27, 0.02, -0.20], [-0.05, 0.00, 0.11], [-0.08, -0.02, 0.35], [0.01, -0.11, -0.01], [0.15, 0.09, -0.28], [0.01, -0.03, 0.13], [-0.12, -0.14, 0.45], [0.02, 0.03, -0.01], [-0.04, -0.04, 0.04], [0.03, -0.02, 0.02], [0.07, 0.05, -0.04], [-0.01, -0.01, -0.05], [-0.04, 0.05, 0.10], [-0.02, 0.06, -0.07], [-0.01, 0.07, -0.02], [0.04, -0.04, -0.03], [-0.03, 0.07, -0.02], [0.08, -0.10, 0.06], [-0.07, 0.01, 0.01], [0.02, 0.00, 0.01], [-0.01, -0.05, -0.08], [0.04, 0.01, 0.00], [0.05, -0.04, -0.06], [-0.03, -0.01, -0.03], [-0.12, -0.02, 0.09], [0.03, -0.01, 0.00], [0.02, 0.02, 0.02], [-0.09, 0.02, 0.06], [0.10, 0.21, -0.03], [-0.03, -0.01, 0.01], [0.03, -0.01, 0.00], [-0.09, 0.03, 0.01], [-0.03, 0.01, 0.01], [0.00, 0.00, -0.03], [0.03, -0.01, 0.03], [0.00, -0.02, 0.00], [0.01, 0.00, 0.01], [0.01, 0.00, 0.02], [0.01, -0.01, 0.01], [-0.09, -0.03, 0.03], [0.01, 0.01, -0.01], [-0.01, 0.02, 0.00], [-0.01, 0.00, 0.00], [0.02, -0.01, -0.01], [-0.02, -0.02, 0.02], [-0.01, 0.02, 0.00], [-0.03, -0.05, 0.00], [-0.01, 0.04, -0.08], [0.04, 0.00, 0.05], [0.04, -0.10, -0.03], [0.07, -0.07, 0.07], [-0.07, 0.13, -0.19], [0.04, 0.00, 0.04], [0.10, -0.08, -0.06], [-0.02, -0.01, 0.04], [-0.03, 0.01, 0.01], [-0.03, -0.02, -0.05], [0.01, 0.05, 0.11], [-0.02, 0.07, 0.08], [0.00, 0.02, -0.02], [0.00, 0.01, 0.01], [0.01, -0.01, 0.02], [0.03, -0.02, 0.06], [0.11, 0.01, -0.09], [-0.02, 0.01, 0.03], [-0.05, -0.01, 0.00], [0.03, 0.11, -0.34], [0.01, -0.13, 0.05], [-0.08, 0.02, -0.03], [0.01, -0.04, 0.02], [0.03, -0.02, -0.01], [0.03, 0.02, -0.04], [-0.06, 0.15, 0.03], [0.00, -0.05, 0.04], [0.02, 0.05, 0.06], [-0.03, -0.01, -0.01], [-0.05, -0.02, -0.02], [0.01, -0.01, 0.01], [0.08, -0.02, -0.01], [-0.02, 0.05, 0.06], [0.00, 0.03, 0.07], [0.03, -0.04, -0.07], [0.00, 0.02, -0.05], [-0.03, -0.02, 0.05], [0.07, -0.04, 0.04], [-0.01, 0.01, -0.02], [0.01, -0.02, -0.01], [-0.02, -0.01, 0.01], [-0.03, -0.01, 0.06], [0.00, 0.00, 0.00], [0.00, 0.01, 0.00], [-0.01, 0.00, 0.00], [-0.02, 0.02, -0.01], [0.01, 0.04, 0.01], [0.00, 0.01, 0.00], [0.01, 0.01, 0.00], [0.00, -0.01, 0.00], [0.01, 0.00, -0.01]],
  "lowdin_charge": [0.86, -0.12, -0.24, -0.15, -0.21, -0.12, -0.69, 0.00, -0.22, -0.11, -0.64, 0.03, -0.34, 0.02, 0.12, 0.12, 0.10, 0.13, 0.10, 0.13, 0.13, 0.11, -0.06, -0.37, -0.07, -0.15, -0.06, -0.11, -0.07, -0.16, -0.41, -0.07, -0.07, -0.26, -0.38, 0.08, 0.08, 0.05, 0.12, 0.04, 0.07, 0.07, 0.10, 0.08, 0.10, 0.05, 0.07, 0.07, 0.08, 0.07, 0.07, 0.07, -0.32, 0.63, -0.32, -0.05, -0.57, 0.97, -0.20, -0.01, -0.06, -0.09, -0.05, -0.23, 0.09, 0.11, 0.09, 0.11, -0.26, 0.69, -0.27, -0.27, 0.88, -0.30, -0.11, -0.10, -0.12, -0.11, -0.13, -0.33, -0.14, -0.11, -0.12, -0.10, -0.10, 0.01, 0.00, 0.00, 0.00, 0.00, -0.01, 0.01, 0.00, 0.00, 0.08, 0.10, 0.09, 0.09, 0.05, 0.07, 0.09, 0.09, 0.09, 0.09],
  "energy_ha": -7385.0271,
  "total_charge": -2,
  "e_above_lowest_kcal_mol": 0.0,
  "homo_energy_ev": [-1.355, -2.466],
  "lumo_energy_ha": [0.1533, 0.1491],
  "spin_multiplicity": 2
}

=====

{
  "formula": "C40H49N8OSSn",
  "method": "ωB97M-V/def2-TZVPD",
  "elements": ["Sn", "C", "C", "C", "C", "C", "C", "C", "C", "C", "C", "H", "H", "H", "H", "H", "H", "H", "H", "H", "H", "H", "H", "H", "H", "H", "C", "N", "C", "C", "N", "C", "S", "C", "C", "C", "C", "C", "N", "H", "H", "H", "H", "H", "H", "H", "H", "H", "C", "C", "N", "C", "C", "C", "C", "C", "C", "C", "C", "C", "N", "C", "H", "H", "H", "H", "H", "H", "H", "H", "N", "C", "N", "C", "C", "O", "C", "C", "H", "H", "H", "H", "H", "H", "H", "H", "C", "C", "C", "C", "N", "H", "H", "H", "H", "H", "H", "H", "H", "H"],
  "xyz": [[-0.115895, -0.885142, 1.169791], [2.185689, 3.072315, 1.448556], [1.579358, 2.237856, 2.403750], [2.526979, 1.267102, 2.798339], [3.719519, 1.507182, 2.081924], [3.523801, 2.624163, 1.257538], [4.570989, 3.297382, 0.426293], [4.988115, 0.711709, 2.203804], [2.331041, 0.225333, 3.856558], [0.230055, 2.451415, 3.030324], [1.560507, 4.267031, 0.785961], [5.252390, 3.910641, 1.028381], [4.126482, 3.958008, -0.324068], [5.195694, 2.577348, -0.117968], [5.674117, 1.099421, 2.967882], [5.545716, 0.698005, 1.260021], [4.782997, -0.330701, 2.467140], [2.648438, 0.566045, 4.851096], [2.905602, -0.681420, 3.638054], [1.282776, -0.069493, 3.939475], [0.278472, 3.125060, 3.895907], [-0.209329, 1.514549, 3.379950], [-0.486702, 2.882123, 2.324280], [1.890951, 5.227667, 1.201843], [0.470359, 4.238122, 0.874860], [1.802506, 4.299539, -0.286842], [-6.135517, -5.964305, 1.249850], [-5.266207, -4.819742, 1.129343], [-3.889750, -4.870365, 0.929329], [-3.436757, -3.603810, 0.885598], [-4.548815, -2.794499, 1.065658], [-5.682097, -3.530628, 1.216788], [-7.244454, -2.957035, 1.450762], [-4.468227, -1.372226, 1.158428], [-4.713455, -0.601557, 0.034847], [-4.545087, 0.765553, 0.150906], [-4.150244, 1.291972, 1.370588], [-3.953671, 0.423295, 2.430442], [-4.111105, -0.895836, 2.334228], [-5.867251, -6.708268, 0.500134], [-7.157854, -5.628381, 1.091499], [-6.060309, -6.408432, 2.244205], [-3.370424, -5.803783, 0.810222], [-2.456479, -3.169491, 0.677488], [-5.003304, -1.078549, -0.890272], [-4.696289, 1.411955, -0.704932], [-3.964554, 2.349616, 1.490938], [-3.631140, 0.792945, 3.396349], [2.738473, 1.690748, -1.583790], [1.768498, 1.213572, -0.679009], [1.863832, 0.040970, -0.084933], [3.008168, -0.655106, -0.252781], [4.041496, -0.251846, -1.103308], [3.861607, 0.956276, -1.810948], [5.216190, -1.061212, -1.225385], [5.352717, -2.220124, -0.545482], [4.305097, -2.677869, 0.317964], [4.363080, -3.878553, 1.042357], [3.304092, -4.250694, 1.830181], [2.181754, -3.414336, 1.889165], [2.109528, -2.281182, 1.230592], [3.142868, -1.902642, 0.457701], [2.580481, 2.641167, -2.076565], [0.857414, 1.762978, -0.502843], [4.625573, 1.295803, -2.500791], [6.010320, -0.715060, -1.877196], [6.250278, -2.819280, -0.640544], [5.245883, -4.503424, 0.969081], [3.321268, -5.171718, 2.397043], [1.316115, -3.679933, 2.487517], [-1.517924, 2.089680, -0.244802], [-1.291377, 2.550579, -1.277434], [-0.942132, 3.046986, -2.473822], [-1.768516, 2.562813, -3.592170], [-3.084930, 3.318525, -3.626016], [-2.860776, 4.718123, -3.711932], [-2.126367, 5.190715, -2.591117], [-0.772052, 4.510051, -2.503018], [-1.920047, 1.489581, -3.475166], [-1.205668, 2.739975, -4.509936], [-3.663460, 3.088542, -2.720155], [-3.673721, 3.037783, -4.498617], [-2.694323, 5.003636, -1.669631], [-2.012709, 6.266647, -2.718631], [-0.226377, 4.820993, -1.611258], [-0.174274, 4.744324, -3.385601], [0.517351, -2.691935, -2.043801], [-0.840098, -2.066322, -1.673797], [-0.991593, -0.743761, -2.448659], [-1.944846, -3.017127, -2.166364], [-0.982191, -1.847558, -0.262295], [0.568806, -2.954513, -3.106859], [0.675338, -3.595377, -1.450422], [1.329846, -1.994581, -1.828934], [-0.946450, -0.895793, -3.534353], [-0.200930, -0.048014, -2.159858], [-1.953714, -0.291401, -2.188698], [-1.892810, -3.168021, -3.250462], [-2.927799, -2.611145, -1.917040], [-1.848660, -3.991675, -1.682390]],
  "atomic_forces_ev_per_a": [[-0.06, -0.05, -0.09], [0.16, 0.07, -0.11], [-0.06, 0.01, 0.19], [-0.10, 0.07, -0.18], [0.13, -0.15, 0.09], [-0.17, 0.10, 0.04], [-0.01, -0.05, -0.01], [-0.03, 0.06, -0.08], [0.05, -0.04, 0.02], [-0.02, -0.01, -0.08], [0.05, -0.09, -0.03], [0.02, 0.02, -0.01], [0.00, 0.03, -0.01], [0.01, 0.00, 0.02], [0.00, 0.01, 0.01], [0.00, 0.00, 0.02], [0.01, -0.02, 0.01], [0.00, 0.01, 0.00], [-0.02, -0.01, 0.02], [-0.02, -0.03, 0.01], [-0.01, 0.01, 0.00], [0.00, -0.04, 0.01], [0.01, -0.01, 0.00], [0.01, -0.01, 0.02], [-0.01, -0.01, -0.01], [-0.02, 0.04, -0.01], [-0.01, -0.01, 0.01], [-0.03, -0.07, -0.02], [0.03, 0.07, -0.02], [0.04, -0.13, 0.01], [0.13, 0.05, -0.07], [-0.02, 0.05, 0.03], [-0.03, -0.05, -0.01], [-0.05, 0.06, 0.05], [0.04, 0.02, 0.03], [-0.02, -0.02, -0.01], [-0.03, -0.04, 0.01], [0.05, 0.03, -0.04], [0.06, -0.02, -0.02], [0.01, 0.00, 0.00], [0.01, 0.00, 0.00], [0.00, 0.00, 0.00], [0.00, -0.01, 0.00], [-0.10, 0.02, 0.03], [-0.01, 0.02, -0.02], [0.00, -0.01, 0.01], [0.00, 0.00, 0.01], [-0.01, 0.02, 0.01], [-0.04, 0.03, 0.00], [0.02, -0.07, -0.01], [-0.02, 0.24, 0.00], [0.16, -0.18, 0.03], [-0.09, -0.03, 0.06], [0.05, 0.02, -0.06], [0.01, 0.02, -0.03], [0.00, -0.05, 0.03], [-0.02, 0.07, -0.03], [0.02, -0.03, 0.01], [0.03, -0.06, 0.03], [0.05, 0.08, -0.07], [0.00, -0.14, 0.08], [-0.11, 0.05, -0.02], [-0.03, -0.01, 0.02], [0.01, 0.02, 0.01], [0.01, 0.00, 0.01], [-0.01, 0.01, -0.01], [0.00, 0.00, 0.00], [0.00, 0.01, -0.01], [0.00, 0.00, 0.00], [0.00, 0.00, 0.01], [-0.15, 0.08, 0.16], [0.16, -0.01, -0.05], [-0.06, 0.03, 0.01], [-0.02, -0.04, -0.01], [0.05, 0.00, -0.04], [0.01, 0.02, 0.03], [-0.01, -0.01, -0.04], [-0.01, -0.01, 0.02], [0.01, 0.07, -0.02], [0.00, 0.01, -0.01], [-0.01, 0.00, -0.01], [-0.01, 0.01, 0.00], [0.01, 0.00, 0.01], [-0.01, 0.00, 0.00], [0.00, -0.03, -0.03], [0.01, 0.01, 0.00], [0.00, 0.03, -0.03], [0.07, -0.06, -0.02], [-0.06, -0.04, 0.01], [0.03, -0.03, -0.05], [-0.04, 0.14, 0.09], [0.01, -0.01, -0.01], [0.00, -0.01, 0.00], [-0.02, -0.01, 0.01], [0.00, -0.01, -0.02], [0.03, 0.01, 0.02], [0.01, -0.04, 0.03], [-0.01, 0.00, 0.00], [0.00, 0.01, 0.02], [-0.01, 0.01, 0.03]],
  "lowdin_charge": [1.01, -0.27, -0.27, -0.26, -0.25, -0.26, -0.07, -0.06, -0.09, -0.09, -0.07, 0.07, 0.06, 0.05, 0.07, 0.06, 0.06, 0.07, 0.05, 0.02, 0.07, 0.02, 0.04, 0.07, 0.05, 0.05, -0.06, -0.14, -0.05, -0.04, -0.01, -0.79, 0.51, -0.32, 0.00, -0.08, -0.09, -0.14, 0.16, 0.09, 0.04, 0.09, 0.11, 0.07, 0.12, 0.09, 0.10, 0.11, -0.04, -0.13, 0.04, -0.18, -0.15, -0.03, -0.03, -0.03, -0.15, -0.02, -0.05, -0.13, 0.04, -0.16, 0.11, 0.07, 0.12, 0.11, 0.11, 0.11, 0.10, 0.11, 0.23, -0.30, -0.07, -0.12, -0.18, -0.13, -0.18, -0.12, 0.10, 0.13, 0.12, 0.13, 0.13, 0.13, 0.12, 0.13, -0.07, -0.79, -0.09, -0.09, -0.34, 0.07, 0.07, 0.05, 0.08, 0.05, 0.06, 0.07, 0.06, 0.07],
  "energy_ha": -2679.4048,
  "total_charge": -1,
  "e_above_lowest_kcal_mol": 0.0,
  "homo_energy_ev": -3.034,
  "lumo_energy_ha": 0.0824,
  "spin_multiplicity": 1
}